Record 1
Density functional theory data (ωB97M-V/def2-TZVPD) for a 2-piece molecular cluster, C24H27N2O overall.

Geometry as ORCA input:
```
! wB97M-V def2-TZVPD RIJCOSX def2/J DEFGRID3
* xyz 1 1
C 3.7417 -0.3144 1.7567
O 2.3518 -0.0577 1.9780
C 1.6221 -1.1187 2.3348
C 0.2348 -1.0164 1.8949
C -0.5726 -2.1644 1.7310
C -1.9349 -2.0122 1.5227
C -2.4985 -0.7282 1.4200
C -3.9895 -0.5666 1.3314
C -1.6643 0.4000 1.4251
C -0.3051 0.2729 1.6496
H 4.2420 0.6571 1.6736
H 4.1455 -0.8929 2.6013
H 3.8679 -0.8912 0.8297
H 2.1036 -2.1099 2.3037
H -0.1053 -3.1523 1.8022
H -2.5839 -2.8920 1.4847
H -4.2492 0.4955 1.2342
H -4.3858 -1.1167 0.4659
H -4.4809 -0.9641 2.2341
H -2.1002 1.3915 1.2972
H 0.3580 1.1393 1.6654
C 2.6890 -3.6930 5.5539
N 3.1604 -2.3340 5.4726
C 2.2734 -1.2339 5.1712
H 1.9896 -1.2564 4.0234
C 1.0126 -1.2600 6.0026
C 1.1218 -1.3036 7.4022
C -0.0308 -1.3432 8.1952
C -1.2991 -1.3374 7.5878
C -1.4007 -1.2812 6.1911
C -0.2491 -1.2345 5.3972
N 3.1098 -0.0889 5.4672
C 2.5739 1.2455 5.5816
C 4.3241 -0.4805 5.9907
C 4.3600 -1.8891 5.9799
C 5.4063 -2.6003 6.5740
C 6.4015 -1.8584 7.2169
C 6.3649 -0.4479 7.2357
C 5.3344 0.2623 6.6103
H 3.5502 -4.3675 5.5271
H 2.1310 -3.8883 6.4800
H 2.0332 -3.8984 4.7032
H 2.1080 -1.3071 7.8815
H 0.0680 -1.3807 9.2855
H -2.1937 -1.3767 8.2133
H -2.3867 -1.2755 5.7185
H -0.3095 -1.1802 4.3066
H 3.4059 1.9545 5.6423
H 1.9637 1.4688 4.7018
H 1.9572 1.3733 6.4829
H 5.4190 -3.6867 6.5140
H 7.2194 -2.3753 7.7186
H 7.1573 0.0932 7.7528
H 5.2985 1.3497 6.5845
*
```

For the energy relative to the best compared isomer or geometry (same formula, charge and spin), the calculation gives 233.5 kJ/mol. The calculation puts the gap between HOMO and LUMO at 4.94 eV. For the strongest force on any atom, the calculation gives 0.0453 Eh/bohr.

Record 2
Density functional theory data (ωB97M-V/def2-TZVPD) for C6H12O as an isolated structure.

Geometry as ORCA input:
```
! wB97M-V def2-TZVPD RIJCOSX def2/J DEFGRID3
* xyz 0 1
C 2.6498 0.0549 -0.1152
C 1.1824 -0.2965 0.2072
O 0.8624 -0.5233 1.5406
C 0.2248 0.8466 -0.0422
C -0.8551 0.9059 -0.9870
C -1.3959 0.3331 0.3306
C -2.0461 -1.0552 0.1534
H 2.8043 0.2472 -1.1895
H 3.2908 -0.7883 0.1604
H 2.9900 0.9309 0.4466
H 0.9116 -1.1411 -0.4623
H -0.3336 -0.0848 1.3133
H 0.5106 1.7335 0.5320
H -0.8377 0.1522 -1.7664
H -1.2495 1.8754 -1.2523
H -2.0473 1.0429 0.8490
H -1.3183 -1.7971 -0.1852
H -2.8417 -0.9961 -0.6064
H -2.5015 -1.4402 1.0734
*
```

For the energy relative to the best compared isomer or geometry (same formula, charge and spin), the calculation gives 342.8 kJ/mol. The calculation puts the gap between HOMO and LUMO at 9.78 eV. For the strongest force on any atom, the calculation gives 0.0644 Eh/bohr.

Record 3
Density functional theory data (ωB97M-V/def2-TZVPD) for C31H31N5OPdS2Si2 as an isolated structure.

Geometry as ORCA input:
```
! wB97M-V def2-TZVPD RIJCOSX def2/J DEFGRID3
* xyz -2 3
Pd -0.7166 1.0246 0.1033
C -0.4930 4.4825 0.8463
Si -0.7620 2.7813 1.5986
C 0.4615 2.6930 3.0160
C -2.4649 2.9512 2.4530
C -2.7351 3.8402 3.5048
C -3.9964 3.9040 4.0883
C -5.0191 3.0837 3.6143
C -4.7650 2.2092 2.5635
C -3.4919 2.1286 1.9787
Si -2.9848 0.9624 0.5676
C -4.0566 1.4847 -0.9121
C -3.8218 -0.6924 1.0389
H -0.6252 5.2556 1.6185
H -1.2121 4.6599 0.0403
H 0.5149 4.5678 0.4278
H 0.2657 3.5178 3.7157
H 1.4917 2.7809 2.6549
H 0.3708 1.7423 3.5508
H -1.9469 4.4918 3.8779
H -4.1852 4.5864 4.9118
H -6.0057 3.1256 4.0666
H -5.5750 1.5803 2.1950
H -5.1305 1.4421 -0.6677
H -3.8724 0.8205 -1.7684
H -3.8053 2.5051 -1.2180
H -4.8224 -0.4961 1.4434
H -3.2524 -1.2389 1.8017
H -3.9432 -1.3427 0.1598
S 0.9206 2.2849 -1.4315
C 2.3524 2.2825 -0.4683
C 3.3343 3.2459 -0.7093
C 4.5422 3.3250 -0.0088
C 5.4867 4.3147 -0.3610
N 6.2620 5.1319 -0.6607
C 4.7886 2.3305 1.0851
C 3.8116 1.3588 1.3176
C 2.6137 1.2691 0.6049
S 1.5079 0.0066 0.9740
C 5.9584 2.3440 1.8773
N 6.9198 2.3495 2.5364
H 3.1469 3.9660 -1.4947
H 3.9852 0.6320 2.1007
C 4.3263 -2.5176 -2.1338
C 3.1329 -3.4229 -1.9591
C 2.2325 -3.2273 -0.9185
C 1.1168 -4.0375 -0.7613
C 0.8481 -5.0362 -1.6775
N -0.3327 -5.8285 -1.6285
C -1.5862 -5.5505 -1.1266
O -2.3653 -6.4535 -0.8790
N -1.9345 -4.2311 -0.9353
C -1.4217 -3.0682 -1.5715
C -0.9688 -3.0565 -2.8709
C -0.4162 -1.8876 -3.3550
C -0.3626 -0.7603 -2.5432
N -0.8414 -0.7593 -1.3105
C -1.3446 -1.8926 -0.8335
C 1.7540 -5.2663 -2.7051
C 2.8883 -4.4757 -2.8316
H 4.3343 -1.7308 -1.3797
H 4.3088 -2.0333 -3.1122
H 5.2596 -3.0802 -2.0582
H 2.3832 -2.4023 -0.2326
H 0.4381 -3.8613 0.0648
H -0.2487 -6.7861 -1.9185
H -2.7601 -4.1159 -0.3725
H -1.0309 -3.9492 -3.4833
H -0.0189 -1.8428 -4.3606
H 0.0982 0.1673 -2.8635
H -1.6660 -1.8743 0.2010
H 1.5505 -6.0527 -3.4256
H 3.5759 -4.6599 -3.6511
*
```

For the energy relative to the best compared isomer or geometry (same formula, charge and spin), the calculation gives 0.0 kJ/mol. The calculation puts the gap between HOMO and LUMO (spin up / spin down) at 3.20 / 5.36 eV. For the strongest force on any atom, the calculation gives 0.0124 Eh/bohr.

Record 4
Density functional theory data (ωB97M-V/def2-TZVPD) for a 4-piece molecular cluster, C6H9Cl6FO4 overall.

Geometry as ORCA input:
```
! wB97M-V def2-TZVPD RIJCOSX def2/J DEFGRID3
* xyz 0 1
C 2.4704 -11.4506 12.0603
C 3.5856 -10.8431 12.8347
O 2.9612 -10.6470 14.0719
C 1.5956 -11.0430 14.1552
O 0.8504 -10.9929 15.0866
O 1.2988 -11.2928 12.8824
F 3.8986 -9.5490 12.3393
H 2.6060 -12.5174 11.8897
H 2.2728 -10.9668 11.1054
H 4.5372 -11.3821 12.9537
C -2.5608 -10.6777 13.8182
O -3.6720 -9.8048 13.8740
H -2.3878 -11.2839 14.7217
H -2.6582 -11.2954 12.9480
H -1.6328 -10.1642 13.7111
H -3.2927 -8.9579 14.0384
C 1.0168 -8.5308 5.6298
Cl 1.9082 -7.6432 4.4713
Cl -0.6944 -8.7142 5.1981
Cl 1.1922 -7.7766 7.2706
H 1.4470 -9.4543 5.8294
C -1.3361 -9.3433 10.0139
Cl -1.3807 -11.1128 9.9789
Cl 0.2135 -8.8156 10.7031
Cl -2.7788 -8.7308 10.8362
H -1.3053 -9.0115 8.9568
*
```

The calculation puts the gap between HOMO and LUMO at 10.46 eV. The SMILES is O=C1OC[C@@H](F)O1.ClC(Cl)Cl.ClC(Cl)Cl.CO. For the strongest force on any atom, the calculation gives 0.0482 Eh/bohr.

Record 5
Density functional theory data (ωB97M-V/def2-TZVPD) for a 5-piece molecular cluster, C41H77N5OS overall.

Geometry as ORCA input:
```
! wB97M-V def2-TZVPD RIJCOSX def2/J DEFGRID3
* xyz 0 1
C 3.4646 -1.3358 2.3916
C 4.2421 -1.1050 1.2396
C 3.7815 -0.2307 0.1360
C 4.6879 0.6941 -0.4200
C 6.1197 0.8574 0.0669
C 7.1714 0.5529 -1.0528
C 8.5177 1.2131 -0.6948
O 8.7998 1.1808 0.7063
C 4.2332 1.5154 -1.4539
C 2.9320 1.4606 -1.9371
C 2.0095 0.5610 -1.3799
C 2.4543 -0.2750 -0.3730
S 1.2259 -1.4330 0.2482
C -0.2202 -0.3809 0.2413
C -1.1753 -0.4499 1.2333
C -2.3013 0.4167 1.2215
C -2.3639 1.3597 0.1506
C -1.4081 1.3919 -0.8445
C -0.3078 0.5134 -0.8395
N 0.6668 0.5417 -1.8574
H 2.8766 -2.2686 2.4323
H 3.3984 -0.6115 3.2143
H 5.2447 -1.5514 1.1695
H 6.3112 0.2977 0.9892
H 6.2448 1.9289 0.3112
H 7.2965 -0.5420 -1.0917
H 6.7338 0.9088 -1.9936
H 9.3643 0.7201 -1.2095
H 8.5513 2.2681 -1.0099
H 8.7846 0.2546 0.9811
H 4.8827 2.2548 -1.9335
H 2.5917 2.1028 -2.7541
H -1.0855 -1.1759 2.0463
H -3.0334 0.3676 2.0244
H -3.2141 2.0440 0.1938
H -1.4994 2.1419 -1.6377
H 0.5229 1.3071 -2.5056
C 2.1622 2.7737 1.8899
C 0.8027 2.6727 2.5642
N 0.7897 3.1870 3.9214
C -0.4014 2.8141 4.6660
C -1.7514 3.3453 4.1722
C 1.2318 4.5608 4.0854
C 0.5014 5.6496 3.2910
H 2.9359 2.3064 2.5032
H 2.1507 2.2534 0.9301
H 2.4471 3.8110 1.7000
H 0.5329 1.6129 2.5926
H 0.0524 3.1685 1.9284
H -0.2704 3.1007 5.7138
H -0.4552 1.7199 4.6791
H -1.8730 4.4068 4.3863
H -2.5604 2.8219 4.6881
H -1.8906 3.1849 3.1017
H 2.2929 4.6088 3.8230
H 1.2065 4.8192 5.1477
H 0.3678 5.3794 2.2419
H 1.0859 6.5727 3.3154
H -0.4743 5.8815 3.7161
C 0.6014 -7.0611 4.8279
C -0.0481 -6.1240 3.8194
N 0.8222 -5.7839 2.7092
C 0.3385 -4.6651 1.9163
C -0.9845 -4.8389 1.1616
C 1.3579 -6.9036 1.9533
C 0.3644 -7.8889 1.3278
H 1.5571 -6.6634 5.1735
H -0.0482 -7.1776 5.6971
H 0.7697 -8.0561 4.4121
H -0.3073 -5.2032 4.3499
H -0.9974 -6.5671 3.4810
H 1.1134 -4.3713 1.2030
H 0.2327 -3.8035 2.5858
H -0.8745 -5.4880 0.2935
H -1.3239 -3.8670 0.7908
H -1.7751 -5.2376 1.7996
H 2.0227 -7.4701 2.6123
H 2.0187 -6.5210 1.1708
H -0.4128 -8.1974 2.0289
H 0.8946 -8.7917 1.0152
H -0.1137 -7.4790 0.4390
C -3.3477 -2.1526 -1.6188
C -4.6326 -2.8934 -1.2832
N -5.1289 -3.7061 -2.3783
C -6.4942 -4.1663 -2.1853
C -6.7733 -5.1144 -1.0143
C -4.2013 -4.6917 -2.9082
C -3.6212 -5.7268 -1.9376
H -3.4623 -1.5736 -2.5376
H -3.0622 -1.4585 -0.8298
H -2.5095 -2.8412 -1.7488
H -5.3886 -2.1416 -1.0379
H -4.4737 -3.4854 -0.3682
H -6.8458 -4.6339 -3.1096
H -7.1276 -3.2814 -2.0602
H -6.3949 -6.1179 -1.2055
H -7.8522 -5.2040 -0.8665
H -6.3462 -4.7515 -0.0785
H -3.3647 -4.1570 -3.3674
H -4.6759 -5.2145 -3.7432
H -3.2595 -5.2731 -1.0131
H -2.7706 -6.2286 -2.4056
H -4.3448 -6.5006 -1.6839
C -0.0708 5.1736 -1.8202
C -0.0616 6.0343 -3.0742
N -0.6732 5.3820 -4.2181
C -0.3998 6.0510 -5.4807
C -0.9435 7.4702 -5.6728
C -2.0401 4.9225 -4.0328
C -3.0940 5.9526 -3.6137
H 0.3744 4.1946 -2.0126
H 0.5101 5.6560 -1.0324
H -1.0815 5.0255 -1.4348
H 0.9833 6.2494 -3.3154
H -0.5341 7.0016 -2.8464
H -0.7572 5.4218 -6.3008
H 0.6874 6.0868 -5.6081
H -2.0212 7.4740 -5.8314
H -0.4898 7.9172 -6.5603
H -0.7117 8.1193 -4.8274
H -2.0315 4.1268 -3.2806
H -2.3746 4.4238 -4.9464
H -2.7549 6.5832 -2.7904
H -3.9946 5.4352 -3.2748
H -3.3905 6.5942 -4.4421
*
```

The calculation puts the gap between HOMO and LUMO at 6.33 eV. The SMILES is C=Cc1c(CCCO)ccc2c1Sc1ccccc1N2.CCN(CC)CC.CCN(CC)CC.CCN(CC)CC.CCN(CC)CC. For the strongest force on any atom, the calculation gives 0.0446 Eh/bohr.

Record 6
Density functional theory data (ωB97M-V/def2-TZVPD) for C4H8N2 as an isolated structure.

Geometry as ORCA input:
```
! wB97M-V def2-TZVPD RIJCOSX def2/J DEFGRID3
* xyz 0 1
C -0.7122 0.9628 -0.4171
C 0.1359 -0.2747 -0.0893
C 1.6049 -0.0147 0.0530
N -0.2045 -1.4389 -0.8510
C -0.7247 0.1644 0.9643
N -1.4721 0.3598 1.9632
H -1.7519 1.1153 1.2752
H -1.4807 0.8030 -1.1848
H -0.1636 1.9005 -0.5611
H 2.0029 0.1186 -0.9536
H 2.0998 -0.8593 0.5379
H 1.7971 0.8871 0.6454
H 0.1287 -2.2669 -0.3711
H -1.2152 -1.5233 -0.9357
*
```

For the energy relative to the best compared isomer or geometry (same formula, charge and spin), the calculation gives 334.7 kJ/mol. The calculation puts the gap between HOMO and LUMO at 9.78 eV. For the strongest force on any atom, the calculation gives 0.0713 Eh/bohr.